DFT (wB97M-V/def2-TZVPD) results for a molecular structure, C5H6O.

## Properties
**Kohn-Sham gap**: 8.48 eV
**DFT total energy**: -7324.7139 eV
**LUMO energy**: -0.263 eV
**Largest force on an atom**: 0.59 eV Å⁻¹
**Energy above the lowest of the compared OMol25 structures with the same formula, charge and spin**: 105.4 kcal/mol
**Highest occupied orbital energy**: -8.740 eV

```
! RIJCOSX wB97M-V def2-TZVPD def2/J DEFGRID3
* xyz 0 1
O -0.7450 -1.5818 0.1510
C -0.5020 -0.5527 0.8996
C -0.8104 0.8257 0.3091
C 0.1857 0.9234 -0.8620
C 1.3201 0.1038 -0.3229
C 1.0076 -1.0052 0.3014
H -0.5304 -0.6673 1.9941
H -0.6225 1.6117 1.0478
H -1.8620 0.8721 0.0055
H -0.2163 0.4492 -1.7649
H 0.4552 1.9546 -1.1019
H 1.4560 -1.8725 0.7542
*
```

Results of the Mulliken charge analysis, in e, for atoms 1 through 5: O -0.497; C 0.269; C -0.651; C -0.357; C -0.304